Density functional theory data (ωB97M-V/def2-TZVPD) for 8 unconnected molecules or ions with the total composition C5H28N2O7S at a distorted geometry.

Results
orbital gap = 0.311 Ha
LUMO = 0.0055 Ha
energy relative to the best compared isomer or geometry (same formula, charge and spin) = 1.450 eV
net charge = 0
F_max = 4.96 eV Å⁻¹
calculated total energy = -33785.951 eV

Structure (XYZ):
```
43
Properties=species:S:1:pos:R:3:forces:R:3
C 1.12648 2.51910 0.92259 1.67 -0.62 -1.67
N 1.12601 1.02669 0.85116 0.77 1.76 -1.39
C 0.83656 0.55160 -0.52519 -0.58 0.16 1.93
C -0.55609 1.04311 -0.98532 0.08 -1.03 -0.37
N -1.50436 -0.09906 -0.92275 -0.24 1.61 -0.82
C -0.49327 1.61853 -2.37408 -0.46 -0.07 -0.44
C -1.72556 2.49126 -2.66741 -1.38 -3.51 -3.22
S -2.06501 3.95496 -1.76719 -1.30 0.45 0.30
H 0.55326 3.12179 0.16478 -0.40 -1.05 0.72
H 0.78605 2.74974 1.91761 0.55 0.79 0.32
H 2.17116 2.80308 0.55151 -0.95 0.07 1.50
H 0.54366 0.65051 1.57031 -0.74 -0.30 -0.08
H 0.86569 -0.54621 -0.35128 -0.14 0.46 -1.10
H 1.58525 0.89707 -1.25544 0.26 -0.24 0.60
H -0.91827 1.94872 -0.45422 0.13 -1.19 0.77
H -1.17646 -0.84552 -1.51698 0.13 -0.13 -0.34
H -1.48604 -0.46534 -0.00473 -0.28 -0.42 1.11
H 0.33994 2.30548 -2.44498 0.68 -0.08 -0.06
H -0.35602 0.77227 -3.10211 -0.28 0.99 0.26
H -1.75156 2.60454 -3.79779 0.29 0.72 1.20
H -2.62008 1.77061 -2.59977 0.95 1.22 0.60
H -0.86754 4.27636 -1.37216 1.17 0.19 0.14
O -3.60018 0.03936 1.81236 1.23 0.01 0.23
H -2.66281 0.27626 1.95745 -0.28 -0.54 -0.07
H -3.96017 0.90064 1.98654 -0.89 0.60 0.01
O -0.80204 -2.19796 -3.29273 -1.41 0.88 -2.06
H -1.21344 -1.95515 -4.19645 1.07 -0.65 2.25
H 0.03947 -2.59721 -3.49942 0.36 -0.22 -0.18
O 2.88634 -3.75360 -0.35695 0.11 0.73 0.34
H 3.25103 -3.24750 -1.07895 0.31 -0.22 -0.84
H 2.94910 -3.03013 0.33051 0.00 -0.93 -0.03
O -0.92864 0.84955 3.71647 -0.18 0.16 -0.08
H -0.35747 0.10269 3.52391 0.66 -0.31 -0.34
H -1.49242 0.40863 4.35009 -0.64 0.27 0.41
O 2.98151 -1.81490 1.30677 -0.07 0.46 0.21
H 3.57017 -1.69108 2.05244 0.02 0.14 0.11
H 2.22024 -1.22698 1.42835 0.16 0.06 0.16
O 0.28691 -1.52272 3.03801 -0.14 0.71 -0.37
H 0.57806 -2.22260 3.60674 0.23 -0.60 0.39
H -0.31837 -1.92208 2.40469 0.10 -0.30 -0.26
O 0.36947 -3.28807 0.44586 -0.50 -0.36 0.60
H 0.69033 -4.13971 0.77658 -0.40 0.08 0.12
H 1.09914 -3.11676 -0.14884 0.32 0.23 -0.57
```
Forces are in eV/Å.

Here are the natural (NBO) charges for atoms 1 to 4, given in e:
1. C -0.430
2. N -0.655
3. C -0.223
4. C -0.108

---

Density functional theory data (ωB97M-V/def2-TZVPD) for a single C21H31N3O5S2 molecule at a distorted geometry.

Results
orbital gap = 0.336 Ha
LUMO = 0.0088 Ha
energy relative to the best compared isomer or geometry (same formula, charge and spin) = 0.390 eV
net charge = 0
F_max = 1.13 eV Å⁻¹
calculated total energy = -58659.250 eV

Structure (XYZ):
```
62
Properties=species:S:1:pos:R:3:forces:R:3
C -0.88291 0.07266 4.28564 -0.03 0.22 0.08
C -0.95837 1.59434 4.34314 0.10 -0.03 -0.18
C -1.02420 2.23899 2.95769 -0.24 -0.07 0.20
C -2.39036 2.08336 2.29101 0.18 0.30 -0.09
C -2.41065 2.63452 0.86347 -0.02 -0.37 0.05
C -1.81326 1.65021 -0.13967 -0.09 0.36 -0.10
C -1.71855 2.25649 -1.54306 0.07 -0.05 0.32
N -1.48349 1.23998 -2.54717 -0.28 0.09 -0.07
C -0.25448 0.87780 -2.95097 -0.39 -0.38 -0.43
O 0.76560 1.46658 -2.66336 0.42 0.20 0.11
C -0.24375 -0.35933 -3.85807 0.26 0.17 -0.17
N -1.04871 -1.44625 -3.32037 0.17 0.32 -0.03
C -1.90459 -2.08381 -4.17527 -0.37 -0.38 -0.15
O -2.06765 -1.72297 -5.31920 -0.03 -0.06 -0.19
C -2.62307 -3.27573 -3.58773 -0.18 0.01 0.26
S -3.48469 -2.77054 -2.07250 0.14 0.09 -0.15
C -2.03744 -2.23636 -1.22208 -0.07 -0.09 -0.20
C -1.98664 -2.32349 0.16353 0.14 0.10 -0.14
C -0.86838 -1.88876 0.85010 0.07 0.03 0.16
C 0.21564 -1.42160 0.13047 0.33 0.16 0.16
S 1.60449 -0.69513 1.00150 -0.41 -0.41 -0.45
O 1.28932 0.69856 1.14189 0.26 0.10 -0.27
O 1.83688 -1.45539 2.19607 0.11 -0.23 -0.16
N 2.85607 -0.90857 -0.08779 -0.84 0.16 0.74
C 3.32943 0.29814 -0.75026 0.16 0.72 -0.02
C 4.31012 1.05013 0.14979 -0.17 0.05 -0.20
O 5.37828 0.21545 0.54836 0.18 0.00 -0.10
C 4.91114 -0.91744 1.24493 -0.11 -0.28 -0.02
C 3.94966 -1.73934 0.38241 0.44 -0.29 0.45
C 0.19013 -1.34943 -1.24526 -0.07 -0.15 -0.16
C -0.95497 -1.71721 -1.94845 -0.03 -0.18 0.69
H -1.78066 -0.34400 3.83386 -0.09 -0.13 -0.05
H -0.01905 -0.23779 3.70091 0.08 -0.09 -0.03
H -0.78695 -0.33998 5.28803 0.00 -0.13 0.04
H -0.06893 1.96454 4.85696 -0.03 0.04 0.09
H -1.82995 1.89769 4.93011 0.03 0.07 0.07
H -0.81140 3.30663 3.05474 0.04 0.05 -0.07
H -0.24754 1.80220 2.33039 0.02 0.09 -0.01
H -2.67680 1.03057 2.26512 -0.10 -0.09 0.03
H -3.13473 2.61379 2.89095 -0.04 -0.08 0.06
H -1.85110 3.57093 0.83048 -0.01 0.15 -0.01
H -3.44159 2.85245 0.57099 0.01 0.09 -0.05
H -0.81791 1.34608 0.18511 0.02 -0.09 -0.04
H -2.44261 0.75533 -0.17895 0.00 -0.06 0.00
H -2.64616 2.77690 -1.79694 0.08 0.03 0.01
H -0.88650 2.96047 -1.59197 -0.13 0.04 -0.03
H -2.27152 0.66372 -2.80014 0.13 -0.08 -0.05
H 0.79279 -0.67500 -4.00913 -0.09 0.12 0.07
H -0.66975 -0.10608 -4.83463 0.13 -0.03 0.19
H -3.36721 -3.63774 -4.29411 0.11 0.08 -0.01
H -1.92325 -4.07467 -3.33478 0.01 0.02 -0.08
H -2.84430 -2.71360 0.68871 -0.05 -0.09 0.12
H -0.81723 -1.91729 1.92553 -0.07 -0.04 0.19
H 2.47201 0.92707 -0.98711 0.14 0.04 -0.18
H 3.82698 -0.00737 -1.67601 -0.09 0.01 0.04
H 4.76137 1.88847 -0.38231 -0.11 0.00 0.03
H 3.76698 1.41888 1.03169 0.09 0.03 -0.07
H 5.79555 -1.50006 1.50818 -0.11 -0.02 0.05
H 4.38261 -0.61164 2.16032 0.11 -0.03 -0.03
H 3.52241 -2.55439 0.96445 0.23 -0.11 -0.06
H 4.46993 -2.13701 -0.49438 -0.07 0.01 0.06
H 1.06391 -0.98498 -1.75487 0.08 0.07 -0.18
```
Forces are in eV/Å.

Here are the natural (NBO) charges for atoms 1 to 4, given in e:
1. C -0.612
2. C -0.387
3. C -0.412
4. C -0.389

---

Density functional theory data (ωB97M-V/def2-TZVPD) for 2 unconnected molecules or ions with the total composition CH2N2O3S at a distorted geometry.

Results
orbital gap = 0.177 Ha
LUMO = 0.2271 Ha
energy relative to the best compared isomer or geometry (same formula, charge and spin) = 1.146 eV
net charge = -2
F_max = 2.67 eV Å⁻¹
calculated total energy = -21024.731 eV

Structure (XYZ):
```
9
Properties=species:S:1:pos:R:3:forces:R:3
C -2.36388 0.96741 -0.02754 0.62 1.17 0.56
N -1.97867 -0.44968 0.12492 1.33 -0.42 -0.50
N 3.91482 -0.07985 0.11486 -0.06 -0.85 -0.15
O -2.62169 1.53370 1.02783 -0.40 -0.24 1.83
O -2.39299 1.48548 -1.13401 0.10 -0.81 -1.92
O -0.70594 -2.50877 0.25489 0.70 -0.56 0.09
S -0.57113 -1.06084 0.15395 -2.52 0.89 -0.07
H 3.51237 0.79259 -0.17745 -0.08 1.17 -0.05
H 3.20711 -0.68003 -0.33744 0.30 -0.34 0.20
```
Forces are in eV/Å.

Here are the natural (NBO) charges for atoms 1 to 4, given in e:
1. C 0.838
2. N -0.799
3. N -1.501
4. O -0.759

---

Density functional theory data (ωB97M-V/def2-TZVPD) for a gas-phase ion, C18H22FN2O2 (charge +1).

Results
orbital gap = 0.308 Ha
LUMO = -0.0974 Ha
energy relative to the best compared isomer or geometry (same formula, charge and spin) = 0.000 eV
net charge = +1
F_max = 0.71 eV Å⁻¹
calculated total energy = -28810.105 eV

Structure (XYZ):
```
45
Properties=species:S:1:pos:R:3:forces:R:3
C 6.13311 3.41910 -3.19584 0.06 0.29 -0.09
O 5.83956 2.09443 -2.80743 -0.05 -0.33 0.09
C 4.73206 1.85067 -2.08255 -0.23 -0.12 0.15
C 4.51785 0.51404 -1.72439 0.13 0.13 -0.14
C 3.41668 0.15668 -0.98216 -0.03 0.15 0.03
C 2.49401 1.11753 -0.57305 -0.11 0.15 0.13
C 1.27276 0.70694 0.20537 0.30 0.03 0.24
N 0.30721 0.10329 -0.70536 0.23 -0.18 -0.39
C -0.99977 0.04786 -0.58860 -0.41 0.15 0.40
O -1.76020 -0.48978 -1.39047 -0.08 -0.17 -0.37
C -1.67898 0.69385 0.64612 0.66 0.03 -0.12
N -3.10971 0.41534 0.44973 -0.22 -0.11 -0.63
C -3.79003 -0.41314 1.49559 -0.33 -0.46 0.42
C -5.24395 -0.60544 1.08645 0.12 0.16 0.06
C -3.05506 -1.72130 1.66053 0.07 0.15 0.07
C -2.94576 -2.61648 0.59964 0.01 -0.01 0.18
C -2.26666 -3.80926 0.75624 0.09 -0.13 0.09
C -1.70368 -4.10417 1.98739 -0.07 0.22 0.02
F -1.03944 -5.25322 2.14104 -0.05 0.05 -0.01
C -1.80636 -3.23576 3.06099 0.08 -0.23 -0.08
C -2.48238 -2.04244 2.88667 -0.05 0.01 -0.17
C 2.70357 2.43974 -0.93227 -0.06 -0.25 0.10
C 3.80944 2.81257 -1.67499 0.29 0.12 -0.21
H 7.06501 3.35990 -3.75453 -0.08 0.05 0.04
H 6.27287 4.06857 -2.32694 -0.02 -0.03 -0.03
H 5.35041 3.82940 -3.84062 0.02 -0.02 0.04
H 5.24004 -0.22038 -2.04132 0.10 -0.10 -0.04
H 3.27349 -0.87804 -0.70625 0.03 -0.16 0.05
H 1.54229 -0.02725 0.97350 -0.04 0.13 0.00
H 0.82497 1.57561 0.69071 0.03 -0.04 0.01
H 0.70897 -0.33862 -1.52561 -0.20 0.04 0.02
H -1.31432 0.21858 1.55801 -0.11 0.07 -0.02
H -1.47357 1.76349 0.68496 -0.12 -0.06 0.03
H -3.04009 -0.14204 -0.48924 -0.11 0.40 0.44
H -3.65668 1.26084 0.27920 0.16 -0.07 0.01
H -3.74740 0.14674 2.43659 0.09 -0.02 -0.18
H -5.76456 0.34774 1.02436 -0.10 0.11 -0.04
H -5.31961 -1.11428 0.12941 -0.01 -0.07 -0.12
H -5.74922 -1.21514 1.82993 0.00 -0.03 0.05
H -3.38584 -2.39634 -0.36072 -0.05 0.01 -0.13
H -2.17434 -4.51067 -0.05680 0.03 -0.10 -0.08
H -1.36559 -3.49845 4.00880 0.06 -0.06 0.10
H -2.57448 -1.36196 3.72057 0.00 0.09 0.10
H 2.00038 3.19990 -0.62364 -0.08 0.09 0.04
H 3.94299 3.85136 -1.92903 0.05 0.10 -0.04
```
Forces are in eV/Å.

Here are the natural (NBO) charges for atoms 1 to 4, given in e:
1. C -0.257
2. O -0.476
3. C 0.318
4. C -0.240

---

> Among the records above, which one has the lowest LUMO?

C18H22FN2O2